An isolated molecule of C3H6O2 in a non-equilibrium geometry. Source: the OMol25 dataset; level of theory: ωB97M-V with the def2-TZVPD basis set.

- M: 74.1 g mol⁻¹
- LUMO: 0.026 hartree
- Structure (SMILES): O[C@@H]1C[C@@H]1O
- HOMO-LUMO gap: 0.3830 Ha
- E: -7300.0975 eV
- Energy relative to the best compared isomer or geometry (same formula, charge and spin): 82.6 kcal/mol

Structure (XYZ):
```
11
C3H6O2, DFT ωB97M-V with the def2-TZVPD basis set
O 1.81 -0.29 0.07
C 0.61 0.11 0.66
C -0.57 -0.74 0.53
C -0.51 0.54 -0.25
O -0.36 0.72 -1.71
H 2.05 0.37 -0.72
H 0.93 0.61 1.71
H -1.30 -1.05 1.30
H -0.29 -1.74 -0.05
H -1.12 1.20 0.51
H -1.24 0.28 -2.06
```



A 2-piece molecular cluster, C5H8N5S overall in a non-equilibrium geometry. Source: the OMol25 dataset; level of theory: ωB97M-V with the def2-TZVPD basis set.

- M: 170.2 g mol⁻¹
- LUMO (spin up / spin down): -0.152 / -0.152 hartree
- HOMO-LUMO gap (spin up / spin down): 0.3090 / 0.3090 Ha
- E: -23592.5491 eV
- Charge: +1
- Energy relative to the best compared isomer or geometry (same formula, charge and spin): 14.4 kcal/mol

Structure (XYZ):
```
19
C5H8N5S, DFT ωB97M-V with the def2-TZVPD basis set
C 0.47 -2.03 -2.03
C 1.65 -2.38 -1.45
C 0.52 -0.44 -0.57
C -0.93 1.47 -0.32
C -0.18 0.73 2.93
N -0.17 -0.96 -1.50
N -0.85 1.71 2.93
N 0.74 -0.02 2.58
N 0.24 0.77 -0.04
N -1.72 1.11 -1.30
S 2.11 -1.19 -0.31
H -0.01 -2.69 -2.82
H 2.39 -3.25 -1.51
H -1.09 2.46 -0.06
H -1.74 1.95 3.07
H 1.30 -0.45 3.22
H 0.99 1.07 0.62
H -2.25 1.90 -1.67
H -1.47 0.24 -1.77
```



A 2-piece molecular cluster, CH6N3 overall in a non-equilibrium geometry. Source: the OMol25 dataset; level of theory: ωB97M-V with the def2-TZVPD basis set.

- M: 60.1 g mol⁻¹
- LUMO (spin up / spin down): -0.188 / -0.183 hartree
- HOMO-LUMO gap (spin up / spin down): 0.3337 / 0.3330 Ha
- E: -5591.8771 eV
- Charge: +1
- Energy relative to the best compared isomer or geometry (same formula, charge and spin): 163.0 kcal/mol

Structure (XYZ):
```
10
CH6N3, DFT ωB97M-V with the def2-TZVPD basis set
C 0.01 0.76 0.29
N -0.17 -0.28 -0.28
N 0.28 0.26 2.42
N -0.04 -0.53 -1.61
H 0.35 1.79 0.12
H -0.68 0.42 2.60
H 0.23 -0.77 2.18
H 0.51 -1.28 -1.70
H 0.53 0.27 -1.97
H -1.00 -0.66 -2.06
```



A 2-piece molecular cluster, C6H18O3Si2 overall in a non-equilibrium geometry. Source: the OMol25 dataset; level of theory: ωB97M-V with the def2-TZVPD basis set.

- M: 194.4 g mol⁻¹
- LUMO (spin up / spin down): -0.027 / -0.017 hartree
- HOMO-LUMO gap (spin up / spin down): 0.2338 / 0.2717 Ha
- E: -28411.5554 eV
- Energy relative to the best compared isomer or geometry (same formula, charge and spin): 45.0 kcal/mol

Structure (XYZ):
```
29
C6H18O3Si2, DFT ωB97M-V with the def2-TZVPD basis set
C -0.67 -1.12 1.95
C 1.46 -0.83 0.87
C -0.02 1.08 1.21
C -2.69 -0.51 -0.76
C -0.22 -2.40 -1.39
C 0.06 -0.40 0.92
O 2.48 3.37 -0.43
O 0.60 3.63 -2.47
O 3.16 3.27 -2.99
Si -0.75 -0.68 -0.80
Si 1.96 2.88 -1.91
H -0.50 -0.51 2.83
H -1.73 -1.13 1.77
H -0.40 -2.23 1.98
H 1.76 -1.99 0.85
H 2.05 -0.43 1.77
H 1.91 -0.43 -0.05
H -0.96 1.66 0.85
H 0.05 1.32 2.31
H 0.79 1.47 0.74
H -3.10 -0.02 0.16
H -2.90 0.09 -1.56
H -3.32 -1.44 -0.99
H -0.69 -2.67 -2.29
H 0.88 -2.58 -1.64
H -0.47 -3.07 -0.55
H 2.89 4.15 -0.32
H -0.16 3.16 -2.64
H 2.79 3.18 -3.91
```



A 3-piece molecular cluster, C21H32BrN2O6 overall in a non-equilibrium geometry. Source: the OMol25 dataset; level of theory: ωB97M-V with the def2-TZVPD basis set.

- M: 488.4 g mol⁻¹
- LUMO: -0.171 hartree
- HOMO-LUMO gap: 0.2755 Ha
- E: -107590.4078 eV
- Charge: +1

Structure (XYZ):
```
62
C21H32BrN2O6, DFT ωB97M-V with the def2-TZVPD basis set
C 5.61 0.17 2.37
C 4.05 -0.18 2.61
C 3.38 0.60 3.85
C 3.13 0.11 1.29
C 1.88 -0.89 1.41
C 2.18 -2.40 1.05
C 1.01 -3.41 1.19
C -0.37 -2.88 1.67
C -1.62 -3.89 1.88
O -1.70 -4.26 3.31
N -1.95 -3.15 4.06
O -1.03 -2.91 4.78
N -0.58 -1.47 1.97
C 0.44 -0.45 1.87
C 0.08 1.06 2.22
C -1.11 1.69 1.35
C -2.57 1.16 1.74
Br -0.82 1.44 -0.60
H 5.78 1.12 1.77
H 6.09 -0.76 1.89
H 6.08 0.25 3.43
H 3.97 -1.31 2.84
H 2.62 1.34 3.40
H 4.17 1.13 4.49
H 2.78 -0.17 4.46
H 2.84 1.21 1.21
H 3.69 -0.22 0.33
H 3.22 -2.75 0.72
H 1.17 -4.51 0.95
H -1.50 -4.85 1.28
H -2.59 -3.33 1.63
H -1.53 -1.23 2.30
H -0.23 1.08 3.32
H 0.98 1.76 2.11
H -1.11 2.83 1.54
H -2.77 0.20 1.13
H -2.66 0.86 2.85
H -3.42 1.88 1.51
O -4.67 2.34 -0.17
C -4.88 1.70 -1.17
O -5.87 2.00 -2.05
C -5.91 0.99 -3.07
C -4.55 0.34 -3.05
C -4.15 0.46 -1.59
H -6.71 0.28 -2.81
H -6.14 1.44 -4.03
H -4.55 -0.68 -3.42
H -3.86 0.93 -3.67
H -4.51 -0.39 -1.00
H -3.07 0.58 -1.48
O -0.62 0.39 -3.85
C 0.52 0.67 -4.16
O 1.41 -0.21 -4.67
C 2.69 0.43 -4.81
C 2.38 1.90 -4.86
C 1.16 2.02 -3.98
H 3.31 0.16 -3.95
H 3.17 0.08 -5.72
H 3.22 2.53 -4.54
H 2.13 2.20 -5.89
H 1.43 2.15 -2.93
H 0.50 2.82 -4.31
```



A 2-piece molecular cluster, C4H7NO2 overall. Source: the OMol25 dataset; level of theory: ωB97M-V with the def2-TZVPD basis set.

- M: 101.1 g mol⁻¹
- LUMO: 0.034 hartree
- Structure (SMILES): O=C1CN1.CC=O
- HOMO-LUMO gap: 0.3923 Ha
- E: -9844.5103 eV
- Energy relative to the best compared isomer or geometry (same formula, charge and spin): 63.9 kcal/mol

Structure (XYZ):
```
14
C4H7NO2, DFT ωB97M-V with the def2-TZVPD basis set
O 0.96 0.75 1.75
C 1.39 0.32 0.71
C 1.77 -0.78 -0.18
N 1.99 0.68 -0.45
H 1.06 -1.25 -0.85
H 2.60 -1.40 0.15
H 2.90 1.12 -0.49
C -1.79 0.73 -0.11
C -1.82 -0.77 -0.07
O -1.12 -1.50 -0.74
H -1.62 1.13 0.89
H -2.77 1.09 -0.46
H -1.01 1.09 -0.79
H -2.55 -1.21 0.64
```